{"formula": "C27H32AuI2N5O", "method": "the ωB97M-V functional and the def2-TZVPD basis", "lumo_ev": [0.5, -0.8], "homo_lumo_gap_ha": [0.2810, 0.2403], "spin_multiplicity": 3, "e_above_lowest_ev": 0.117, "symbols": ["Au", "I", "C", "C", "C", "I", "C", "O", "C", "C", "N", "C", "C", "C", "C", "C", "C", "N", "C", "H", "H", "H", "H", "H", "H", "H", "H", "H", "H", "H", "C", "C", "C", "C", "C", "C", "C", "C", "N", "H", "H", "H", "H", "H", "H", "H", "H", "H", "C", "C", "N", "C", "C", "N", "C", "C", "H", "H", "H", "H", "H", "H", "H", "H", "H", "H", "H", "H"], "xyz": [[0.34, 0.57, -0.05], [-6.48, 0.18, -3.12], [-4.79, 0.74, -1.98], [-4.27, 2.02, -2.10], [-3.15, 2.33, -1.37], [-2.30, 4.25, -1.51], [-2.48, 1.41, -0.52], [-1.37, 1.76, 0.08], [-3.11, 0.15, -0.36], [-2.62, -0.80, 0.70], [-1.28, -1.34, 0.46], [-0.73, -2.03, 1.61], [-0.37, -1.07, 2.73], [-0.44, -1.49, 4.06], [-0.10, -0.60, 5.06], [0.27, 0.69, 4.72], [0.32, 1.02, 3.37], [0.02, 0.16, 2.41], [-4.23, -0.18, -1.11], [-4.73, 2.75, -2.75], [-2.58, -0.26, 1.65], [-3.36, -1.61, 0.81], [-1.27, -1.94, -0.35], [-1.42, -2.79, 2.01], [0.19, -2.54, 1.29], [-0.75, -2.50, 4.29], [-0.15, -0.91, 6.10], [0.52, 1.42, 5.47], [0.61, 2.01, 3.05], [-4.68, -1.15, -0.98], [2.95, 2.28, 0.09], [3.80, 1.05, 0.09], [5.17, 1.17, 0.13], [6.01, 0.06, 0.18], [5.46, -1.22, 0.22], [4.11, -1.41, 0.16], [3.50, -2.78, 0.26], [3.21, -0.28, 0.05], [1.93, -0.55, -0.13], [3.56, 3.17, 0.22], [2.20, 2.25, 0.89], [2.39, 2.39, -0.85], [5.61, 2.16, 0.14], [7.09, 0.20, 0.20], [6.12, -2.08, 0.31], [4.28, -3.55, 0.28], [2.84, -2.96, -0.59], [2.90, -2.86, 1.16], [1.63, 0.06, -3.18], [1.57, -0.18, -4.71], [0.19, -0.20, -5.16], [-0.44, 1.09, -4.86], [-0.36, 1.38, -3.33], [0.27, 0.24, -2.65], [-0.50, -0.98, -2.92], [-0.53, -1.25, -4.45], [2.21, 0.96, -2.94], [2.09, -0.77, -2.65], [2.03, -1.13, -4.98], [2.10, 0.61, -5.25], [-1.48, 1.05, -5.19], [0.07, 1.87, -5.44], [-1.36, 1.51, -2.92], [0.22, 2.27, -3.12], [-1.51, -0.83, -2.53], [-0.03, -1.80, -2.38], [-1.55, -1.29, -4.82], [-0.04, -2.20, -4.69]]}

***

{"formula": "C27H32B3F24NO13", "method": "the ωB97M-V functional and the def2-TZVPD basis", "lumo_ev": -1.1, "homo_lumo_gap_ha": 0.3290, "smiles": "[H]/N=C(/C)CB1OBOB(C(F)(F)C(F)(F)C(F)(F)C(F)(F)F)O1.CCOC(=O)C(F)(F)F.CCOC(=O)C(F)(F)F.CCOC(=O)C(F)(F)F.CCOC(=O)C(F)(F)F.CCOC(=O)C(F)(F)F", "symbols": ["H", "N", "C", "C", "C", "B", "O", "B", "O", "B", "C", "F", "F", "C", "F", "F", "C", "F", "F", "C", "F", "F", "F", "O", "H", "H", "H", "H", "H", "H", "C", "C", "O", "C", "O", "C", "F", "F", "F", "H", "H", "H", "H", "H", "C", "C", "O", "C", "O", "C", "F", "F", "F", "H", "H", "H", "H", "H", "C", "C", "O", "C", "O", "C", "F", "F", "F", "H", "H", "H", "H", "H", "C", "C", "O", "C", "O", "C", "F", "F", "F", "H", "H", "H", "H", "H", "C", "C", "O", "C", "O", "C", "F", "F", "F", "H", "H", "H", "H", "H"], "xyz": [[1.26, 3.47, -2.72], [2.05, 3.03, -2.19], [1.64, 2.44, -1.03], [2.72, 1.65, -0.03], [0.07, 2.41, -0.56], [-0.59, 3.95, -0.40], [-0.39, 4.82, 0.78], [-1.48, 5.80, 0.93], [-2.50, 6.14, -0.11], [-2.67, 4.90, -0.95], [-4.16, 4.18, -1.14], [-5.22, 5.11, -0.61], [-4.41, 3.92, -2.58], [-4.15, 2.72, -0.35], [-3.73, 3.04, 1.06], [-3.18, 1.86, -1.07], [-5.61, 1.99, -0.27], [-6.64, 2.55, -1.17], [-6.09, 2.15, 1.15], [-5.51, 0.35, -0.52], [-6.84, -0.27, -0.18], [-4.52, -0.30, 0.40], [-5.27, 0.00, -1.96], [-1.42, 4.39, -1.58], [3.23, 2.37, 0.74], [2.15, 0.80, 0.56], [3.56, 1.14, -0.70], [-0.03, 1.78, 0.41], [-0.52, 1.83, -1.42], [-1.59, 6.43, 1.95], [-5.12, -0.16, 5.32], [-4.07, -1.25, 5.42], [-3.08, -1.08, 4.39], [-2.08, -0.19, 4.66], [-1.99, 0.46, 5.70], [-1.07, -0.14, 3.51], [-1.68, -0.11, 2.28], [-0.26, -1.24, 3.50], [-0.25, 0.94, 3.55], [-5.56, -0.14, 4.32], [-5.92, -0.33, 6.05], [-4.69, 0.83, 5.51], [-4.53, -2.22, 5.26], [-3.60, -1.27, 6.41], [2.04, -0.26, 6.68], [2.29, -1.15, 5.48], [3.67, -1.54, 5.43], [4.03, -2.61, 6.20], [3.24, -3.23, 6.92], [5.51, -2.95, 6.01], [6.30, -1.84, 6.01], [5.74, -3.59, 4.83], [6.00, -3.77, 6.99], [2.72, 0.60, 6.67], [1.01, 0.11, 6.68], [2.22, -0.79, 7.62], [2.08, -0.60, 4.56], [1.63, -2.03, 5.48], [-5.91, 1.45, -4.57], [-6.65, 2.12, -5.71], [-6.52, 1.35, -6.91], [-7.40, 0.30, -7.06], [-8.26, 0.01, -6.23], [-7.18, -0.40, -8.40], [-5.86, -0.60, -8.68], [-7.68, 0.33, -9.44], [-7.78, -1.62, -8.47], [-4.87, 1.26, -4.84], [-5.94, 2.07, -3.67], [-6.36, 0.47, -4.33], [-6.20, 3.10, -5.91], [-7.70, 2.29, -5.46], [5.00, -5.25, -0.41], [4.51, -4.74, 0.94], [4.19, -3.34, 0.86], [2.95, -3.03, 0.37], [2.13, -3.87, 0.01], [2.72, -1.52, 0.39], [3.80, -0.82, -0.07], [2.47, -1.05, 1.64], [1.67, -1.13, -0.38], [5.84, -4.65, -0.76], [5.32, -6.29, -0.33], [4.22, -5.18, -1.16], [5.31, -4.84, 1.68], [3.65, -5.32, 1.30], [6.24, 0.85, -3.81], [6.60, -0.23, -4.81], [7.41, -1.24, -4.18], [6.75, -2.21, -3.49], [5.52, -2.25, -3.37], [7.73, -3.24, -2.92], [8.83, -2.66, -2.36], [8.19, -4.09, -3.88], [7.18, -4.02, -1.95], [7.14, 1.27, -3.35], [5.69, 1.66, -4.30], [5.62, 0.45, -3.00], [7.19, 0.20, -5.62], [5.71, -0.68, -5.26]]}

***

{"formula": "C27H32B3NO4", "method": "the ωB97M-V functional and the def2-TZVPD basis", "lumo_ev": 0.0, "homo_lumo_gap_ha": 0.3449, "smiles": "NC(=O)CCB1OBOBO1.c1ccccc1.c1ccccc1.c1ccccc1.c1ccccc1", "symbols": ["N", "C", "O", "C", "C", "B", "O", "B", "O", "B", "O", "H", "H", "H", "H", "H", "H", "H", "H", "C", "C", "C", "C", "C", "C", "H", "H", "H", "H", "H", "H", "C", "C", "C", "C", "C", "C", "H", "H", "H", "H", "H", "H", "C", "C", "C", "C", "C", "C", "H", "H", "H", "H", "H", "H", "C", "C", "C", "C", "C", "C", "H", "H", "H", "H", "H", "H"], "xyz": [[-3.41, -3.05, 1.82], [-2.88, -4.45, 1.48], [-3.73, -5.49, 1.36], [-1.25, -4.71, 1.25], [-0.81, -4.65, -0.34], [0.45, -5.69, -0.52], [0.31, -7.08, -1.10], [0.46, -7.94, 0.12], [1.65, -7.76, 0.97], [2.05, -6.33, 1.06], [1.84, -5.36, -0.07], [-3.14, -2.44, 1.00], [-2.91, -2.72, 2.70], [-0.95, -5.71, 1.79], [-0.68, -3.82, 1.78], [-0.43, -3.58, -0.63], [-1.65, -4.99, -1.09], [-0.38, -8.75, 0.41], [2.51, -5.87, 2.05], [-2.32, 1.68, 5.84], [-3.17, 1.12, 4.88], [-2.81, -0.06, 4.23], [-1.60, -0.68, 4.55], [-0.75, -0.12, 5.50], [-1.11, 1.06, 6.15], [-2.61, 2.60, 6.35], [-4.11, 1.61, 4.64], [-3.46, -0.49, 3.49], [-1.32, -1.60, 4.04], [0.19, -0.61, 5.74], [-0.45, 1.49, 6.90], [-1.89, 4.17, 1.31], [-0.66, 4.82, 1.20], [0.46, 4.31, 1.85], [0.35, 3.15, 2.62], [-0.88, 2.51, 2.74], [-2.00, 3.02, 2.09], [-2.76, 4.57, 0.80], [-0.57, 5.72, 0.60], [1.42, 4.81, 1.76], [1.22, 2.75, 3.13], [-0.97, 1.61, 3.35], [-2.96, 2.51, 2.18], [1.00, 0.84, -2.09], [1.05, -0.12, -1.09], [1.71, -1.33, -1.31], [2.33, -1.57, -2.54], [2.27, -0.61, -3.55], [1.61, 0.60, -3.32], [0.48, 1.78, -1.92], [0.56, 0.06, -0.13], [1.76, -2.08, -0.52], [2.85, -2.51, -2.71], [2.75, -0.80, -4.50], [1.56, 1.35, -4.11], [0.77, 4.73, -6.05], [1.37, 4.09, -4.97], [2.75, 3.93, -4.93], [3.54, 4.41, -5.98], [2.93, 5.05, -7.07], [1.55, 5.21, -7.10], [-0.31, 4.86, -6.07], [0.76, 3.71, -4.15], [3.22, 3.43, -4.09], [4.62, 4.29, -5.95], [3.54, 5.42, -7.89], [1.08, 5.71, -7.94]]}

***

Please write out number 1 again, unchanged.
{"formula": "C27H32AuI2N5O", "method": "the ωB97M-V functional and the def2-TZVPD basis", "lumo_ev": [0.5, -0.8], "homo_lumo_gap_ha": [0.2810, 0.2403], "spin_multiplicity": 3, "e_above_lowest_ev": 0.117, "symbols": ["Au", "I", "C", "C", "C", "I", "C", "O", "C", "C", "N", "C", "C", "C", "C", "C", "C", "N", "C", "H", "H", "H", "H", "H", "H", "H", "H", "H", "H", "H", "C", "C", "C", "C", "C", "C", "C", "C", "N", "H", "H", "H", "H", "H", "H", "H", "H", "H", "C", "C", "N", "C", "C", "N", "C", "C", "H", "H", "H", "H", "H", "H", "H", "H", "H", "H", "H", "H"], "xyz": [[0.34, 0.57, -0.05], [-6.48, 0.18, -3.12], [-4.79, 0.74, -1.98], [-4.27, 2.02, -2.10], [-3.15, 2.33, -1.37], [-2.30, 4.25, -1.51], [-2.48, 1.41, -0.52], [-1.37, 1.76, 0.08], [-3.11, 0.15, -0.36], [-2.62, -0.80, 0.70], [-1.28, -1.34, 0.46], [-0.73, -2.03, 1.61], [-0.37, -1.07, 2.73], [-0.44, -1.49, 4.06], [-0.10, -0.60, 5.06], [0.27, 0.69, 4.72], [0.32, 1.02, 3.37], [0.02, 0.16, 2.41], [-4.23, -0.18, -1.11], [-4.73, 2.75, -2.75], [-2.58, -0.26, 1.65], [-3.36, -1.61, 0.81], [-1.27, -1.94, -0.35], [-1.42, -2.79, 2.01], [0.19, -2.54, 1.29], [-0.75, -2.50, 4.29], [-0.15, -0.91, 6.10], [0.52, 1.42, 5.47], [0.61, 2.01, 3.05], [-4.68, -1.15, -0.98], [2.95, 2.28, 0.09], [3.80, 1.05, 0.09], [5.17, 1.17, 0.13], [6.01, 0.06, 0.18], [5.46, -1.22, 0.22], [4.11, -1.41, 0.16], [3.50, -2.78, 0.26], [3.21, -0.28, 0.05], [1.93, -0.55, -0.13], [3.56, 3.17, 0.22], [2.20, 2.25, 0.89], [2.39, 2.39, -0.85], [5.61, 2.16, 0.14], [7.09, 0.20, 0.20], [6.12, -2.08, 0.31], [4.28, -3.55, 0.28], [2.84, -2.96, -0.59], [2.90, -2.86, 1.16], [1.63, 0.06, -3.18], [1.57, -0.18, -4.71], [0.19, -0.20, -5.16], [-0.44, 1.09, -4.86], [-0.36, 1.38, -3.33], [0.27, 0.24, -2.65], [-0.50, -0.98, -2.92], [-0.53, -1.25, -4.45], [2.21, 0.96, -2.94], [2.09, -0.77, -2.65], [2.03, -1.13, -4.98], [2.10, 0.61, -5.25], [-1.48, 1.05, -5.19], [0.07, 1.87, -5.44], [-1.36, 1.51, -2.92], [0.22, 2.27, -3.12], [-1.51, -0.83, -2.53], [-0.03, -1.80, -2.38], [-1.55, -1.29, -4.82], [-0.04, -2.20, -4.69]]}